# C43H61N5O2PPtS2Sb

A structure of composition C43H61N5O2PPtS2Sb (ωB97M-V/def2-TZVPD, the Open Molecules 2025 dataset).

XYZ file:
```
116
Properties=species:S:1:pos:R:3:mulliken_charge:R:1
Pt -0.072 0.743 -0.372 0.602
O -1.251 -0.380 -1.738 -0.225
N -1.593 0.168 -2.884 0.156
C -2.470 -0.534 -3.625 -0.271
C -2.895 -0.095 -4.848 -0.764
C -2.399 1.115 -5.338 -0.511
C -1.500 1.803 -4.586 -0.800
C -1.048 1.334 -3.325 0.446
S 0.124 2.164 -2.409 -0.520
H -2.805 -1.453 -3.163 0.406
H -3.604 -0.694 -5.404 0.474
H -2.720 1.501 -6.298 0.365
H -1.085 2.739 -4.933 0.443
N 0.829 1.637 1.154 0.350
P 0.209 2.658 2.101 -1.221
N -0.100 2.091 3.705 0.419
C -0.876 0.837 3.669 0.076
C -1.415 0.489 5.074 -0.829
C -0.639 1.244 6.154 -0.855
C 0.848 1.181 5.821 -0.854
C 1.135 1.915 4.493 0.224
N -1.278 3.393 1.808 1.467
C -1.493 3.958 0.478 -1.189
C -2.735 3.350 -0.163 0.077
C -3.945 3.592 0.741 -1.092
C -3.680 3.027 2.138 -0.451
C -2.388 3.611 2.714 -0.892
N 1.250 3.939 2.369 0.956
C 0.818 5.108 3.124 -0.742
C 2.029 5.786 3.757 -0.953
C 2.996 6.298 2.671 -0.506
C 2.927 5.414 1.410 -0.960
C 2.594 3.977 1.788 -0.720
H -0.262 0.023 3.266 -0.088
H -1.695 0.968 2.962 0.088
H -1.299 -0.587 5.242 0.429
H -2.482 0.717 5.151 0.315
H -0.841 0.814 7.138 0.466
H -0.955 2.289 6.175 0.272
H 1.151 0.131 5.751 0.233
H 1.441 1.631 6.619 0.477
H 1.900 1.378 3.920 -0.387
H 1.536 2.906 4.709 -0.135
H -0.617 3.769 -0.139 0.360
H -1.626 5.051 0.565 0.314
H -2.552 2.277 -0.270 -0.278
H -2.894 3.770 -1.161 0.373
H -4.849 3.150 0.311 0.425
H -4.120 4.674 0.824 0.346
H -3.571 1.939 2.070 0.133
H -4.518 3.244 2.810 0.425
H -2.150 3.170 3.679 0.139
H -2.534 4.696 2.867 0.480
H 0.101 4.800 3.888 0.450
H 0.301 5.833 2.476 0.329
H 2.541 5.057 4.389 0.213
H 1.703 6.606 4.401 0.459
H 4.015 6.298 3.066 0.350
H 2.756 7.333 2.410 0.295
H 3.871 5.452 0.861 0.390
H 2.143 5.777 0.740 0.264
H 3.348 3.599 2.496 0.226
H 2.600 3.310 0.928 0.505
C 2.342 -1.342 2.818 -0.652
S 3.335 -0.045 2.083 0.905
C 3.894 -1.040 0.691 -1.017
O 4.517 0.111 3.002 -0.804
H 2.946 -2.248 2.889 0.546
H 1.447 -1.496 2.208 -0.091
H 2.067 -0.991 3.813 0.111
H 4.393 -1.937 1.063 0.385
H 4.589 -0.425 0.119 0.450
H 3.027 -1.289 0.071 0.061
C 1.767 -4.775 1.848 -1.281
C 0.506 -5.521 1.471 1.078
C 0.301 -6.775 2.048 -0.508
C -0.851 -7.504 1.809 -0.682
C -1.828 -6.970 0.982 -0.881
C -1.627 -5.730 0.389 -0.591
C -0.456 -4.988 0.598 0.362
Sb -0.209 -3.003 -0.355 0.293
C 1.404 -3.644 -1.689 0.897
C 1.926 -4.935 -1.598 -0.527
C 3.061 -5.314 -2.304 -0.908
C 3.700 -4.390 -3.114 -0.762
C 3.180 -3.110 -3.229 -0.794
C 2.033 -2.719 -2.536 0.168
C 1.469 -1.339 -2.750 -0.205
C -2.021 -3.273 -1.499 0.206
C -3.091 -2.575 -0.939 -0.989
C -4.372 -2.661 -1.467 -0.597
C -4.591 -3.441 -2.592 -0.761
C -3.529 -4.120 -3.173 -0.991
C -2.239 -4.056 -2.643 1.294
C -1.136 -4.841 -3.304 -1.044
H 2.633 -5.439 1.827 0.420
H 1.676 -4.381 2.862 0.499
H 1.972 -3.940 1.180 -0.209
H 1.068 -7.179 2.703 0.405
H -0.990 -8.474 2.271 0.349
H -2.745 -7.515 0.793 0.431
H -2.405 -5.344 -0.257 0.424
H 1.433 -5.672 -0.978 0.461
H 3.437 -6.327 -2.222 0.419
H 4.593 -4.664 -3.665 0.362
H 3.669 -2.390 -3.876 0.408
H 2.026 -0.797 -3.515 0.501
H 1.472 -0.736 -1.839 -0.332
H 0.423 -1.396 -3.065 -0.056
H -2.910 -1.925 -0.088 0.351
H -5.187 -2.111 -1.012 0.383
H -5.583 -3.520 -3.020 0.359
H -3.702 -4.724 -4.058 0.373
H -1.518 -5.408 -4.154 0.503
H -0.684 -5.539 -2.597 0.139
H -0.340 -4.185 -3.657 0.164
```

Properties
HOMO level (alpha / beta) = -2.9 / -3.5 eV
Total charge = -1
Molar mass = 1091.94 u
LUMO level (alpha / beta) = 2.41 / 2.41 eV
⟨S²⟩ = 0.75
Energy relative to the best compared isomer or geometry (same formula, charge and spin) = 10.68 kJ/mol
Spin multiplicity = 2
Gap between HOMO and LUMO (alpha / beta) = 5.3457 / 5.9226 eV

# C43H61N5O6

A cluster of 11 separate species, C43H61N5O6 in total (ωB97M-V/def2-TZVPD, the Open Molecules 2025 dataset).

XYZ file:
```
115
Properties=species:S:1:pos:R:3:mulliken_charge:R:1
N -9.900 22.241 10.009 -0.165
C -9.264 22.962 10.973 -0.194
C -8.424 24.048 10.627 -0.607
C -8.283 24.425 9.250 -0.382
C -8.996 23.671 8.320 -0.407
C -9.776 22.551 8.688 -0.328
H -9.528 22.866 12.016 0.498
H -7.960 24.706 11.348 0.453
H -7.710 25.298 8.973 0.419
H -8.961 23.854 7.256 0.394
H -10.427 22.036 7.997 0.384
N -8.996 14.581 12.306 -0.577
C -7.864 14.138 11.701 -0.288
C -6.734 14.934 11.585 -0.671
C -6.633 16.146 12.180 -0.130
C -7.774 16.614 12.878 -0.100
C -8.913 15.785 12.957 -0.499
H -7.968 13.145 11.290 0.407
H -5.989 14.657 10.854 0.362
H -5.837 16.853 11.998 0.649
H -7.652 17.534 13.431 0.360
H -9.785 16.000 13.556 0.439
N -7.465 18.890 8.084 -0.589
C -6.781 19.944 7.612 -0.268
C -6.160 20.934 8.407 -0.695
C -6.238 20.829 9.812 -0.302
C -6.858 19.750 10.363 0.063
C -7.566 18.903 9.449 -0.570
H -6.812 20.020 6.535 0.422
H -5.490 21.504 7.779 0.408
H -5.671 21.463 10.478 0.489
H -6.682 19.585 11.415 0.588
H -7.889 18.055 10.035 0.442
N -12.279 20.396 14.481 -0.376
C -12.908 21.566 14.139 0.031
C -13.147 21.933 12.859 -0.667
C -12.798 21.054 11.873 -0.274
C -12.039 19.902 12.142 -0.307
C -11.772 19.601 13.517 -0.474
H -13.186 22.225 14.948 0.301
H -13.738 22.789 12.566 0.425
H -13.220 21.287 10.906 0.387
H -11.646 19.283 11.349 0.411
H -11.387 18.643 13.834 0.552
N -2.781 18.331 12.805 -0.528
C -3.592 17.661 13.686 -0.214
C -3.391 16.314 14.176 -0.364
C -2.314 15.616 13.619 -0.586
C -1.488 16.192 12.645 -0.406
C -1.780 17.553 12.309 -0.323
H -4.394 18.301 14.023 0.857
H -4.142 15.972 14.872 0.465
H -2.221 14.569 13.871 0.377
H -0.650 15.681 12.195 0.400
H -1.065 18.010 11.641 0.364
C -10.328 25.840 17.955 -1.381
C -9.466 24.737 17.460 0.836
O -10.017 23.817 16.918 -0.458
C -7.999 24.744 17.745 -0.878
H -10.350 26.546 17.125 0.291
H -9.754 26.118 18.839 0.408
H -11.337 25.677 18.333 0.339
H -7.409 25.026 16.873 0.352
H -7.635 23.778 18.094 -0.026
H -7.683 25.489 18.476 0.491
C -8.551 21.110 13.560 -0.803
C -7.764 20.386 14.717 0.320
O -6.719 19.717 14.542 -0.455
C -8.323 20.578 16.176 -0.178
H -8.973 20.337 12.918 0.210
H -7.830 21.737 13.036 0.321
H -9.451 21.621 13.904 0.313
H -7.834 20.006 16.964 -0.615
H -9.381 20.316 16.146 0.525
H -8.239 21.653 16.338 0.220
C -10.958 21.007 18.398 -0.175
C -11.692 22.252 18.797 0.517
O -11.491 22.595 19.911 -0.611
C -12.734 22.765 17.852 -0.462
H -11.617 20.140 18.372 0.409
H -10.068 20.813 18.997 0.120
H -10.679 21.175 17.357 -0.191
H -12.473 23.762 17.496 0.171
H -13.719 22.685 18.311 0.445
H -12.691 22.124 16.972 -0.192
C -5.412 21.420 18.186 -0.522
C -4.853 22.006 16.900 0.963
O -5.613 22.553 16.095 -0.569
C -3.386 21.853 16.716 -1.160
H -4.626 21.360 18.938 0.515
H -5.815 20.410 18.115 -0.204
H -6.215 22.088 18.499 0.071
H -2.957 21.222 17.494 0.303
H -2.904 22.830 16.688 0.348
H -3.232 21.347 15.763 0.263
C -7.682 18.896 20.470 -0.792
C -6.393 18.133 20.764 0.787
O -5.305 18.663 20.959 -0.547
C -6.438 16.605 20.635 -1.053
H -8.517 18.381 20.946 0.486
H -7.785 18.793 19.390 -0.005
H -7.642 19.940 20.780 0.351
H -5.466 16.220 20.947 0.297
H -6.538 16.412 19.567 0.194
H -7.119 15.986 21.218 0.488
C -5.522 17.442 17.123 -0.467
C -4.085 17.512 17.671 1.002
O -3.318 18.460 17.394 -0.595
C -3.599 16.371 18.589 -1.295
H -6.270 17.361 17.912 -0.155
H -5.822 16.580 16.527 0.531
H -5.741 18.319 16.513 -0.123
H -2.805 15.872 18.034 0.401
H -4.387 15.743 19.007 0.231
H -3.194 16.945 19.422 0.338
```

Properties
HOMO level = -9.1 eV
Total charge = 0
SMILES = c1ccncc1.c1ccncc1.c1ccncc1.c1ccncc1.c1ccncc1.CC(C)=O.CC(C)=O.CC(C)=O.CC(C)=O.CC(C)=O.CC(C)=O
Molar mass = 743.99 u
LUMO level = 0.49 eV
Energy relative to the best compared isomer or geometry (same formula, charge and spin) = 0.00 kJ/mol
Gap between HOMO and LUMO = 9.6352 eV

# C43H62F40O5

A cluster of 8 separate species, C43H62F40O5 in total (ωB97M-V/def2-TZVPD, the Open Molecules 2025 dataset).

XYZ file:
```
150
Properties=species:S:1:pos:R:3:mulliken_charge:R:1
C -2.260 4.260 -7.258 -1.013
C -0.879 3.561 -7.069 1.003
C -0.957 2.072 -7.366 0.270
F -1.976 1.473 -6.785 -0.177
F -1.205 1.834 -8.687 -0.313
F -0.021 4.207 -7.878 -0.324
F -0.524 3.784 -5.799 -0.184
O -3.265 3.843 -6.344 -0.257
C -4.444 4.643 -6.289 0.666
C -5.517 3.858 -5.636 0.541
F -6.688 4.522 -5.741 -0.287
F -5.825 2.665 -6.186 -0.228
F -4.154 5.751 -5.680 -0.291
F -4.795 4.969 -7.519 -0.306
H -2.568 4.074 -8.286 0.323
H -2.182 5.342 -7.148 0.504
H -0.067 1.471 -7.180 0.032
H -5.240 3.722 -4.591 0.080
C -4.568 2.315 -0.021 -0.467
C -5.999 2.142 -0.559 0.848
C -6.969 2.126 0.650 0.208
F -6.810 3.230 1.423 -0.262
F -8.311 1.986 0.372 -0.290
F -6.270 3.028 -1.516 -0.315
F -6.054 0.988 -1.218 -0.291
O -4.175 1.324 0.998 -0.302
C -2.772 1.008 1.075 0.308
C -2.481 -0.069 2.120 0.144
F -1.232 -0.401 2.166 0.491
F -2.874 0.251 3.357 -0.353
F -2.344 0.609 -0.116 0.050
F -2.067 2.121 1.487 -0.336
H -4.401 3.334 0.327 0.399
H -3.979 2.280 -0.937 0.124
H -6.669 1.249 1.223 0.216
H -3.038 -0.909 1.705 0.009
C -1.823 -1.880 -4.491 -0.326
C -3.105 -1.076 -4.761 1.181
C -2.938 0.356 -4.187 0.117
F -3.929 1.189 -4.524 -0.194
F -2.924 0.433 -2.818 -0.209
F -3.276 -1.020 -6.069 -0.262
F -4.123 -1.778 -4.286 -0.312
O -0.742 -1.471 -5.310 -0.367
C 0.615 -1.928 -4.964 0.812
C 1.654 -1.511 -6.088 -0.012
F 1.640 -0.261 -6.510 -0.198
F 2.897 -1.801 -5.710 -0.270
F 0.894 -1.306 -3.891 -0.133
F 0.537 -3.267 -4.820 -0.274
H -2.062 -2.935 -4.628 0.443
H -1.490 -1.772 -3.459 -0.280
H -2.018 0.871 -4.464 -0.171
H 1.425 -2.111 -6.969 0.279
C 6.753 -1.817 1.989 -0.967
C 7.052 -0.890 0.799 0.934
C 6.805 -1.548 -0.613 0.393
F 7.423 -0.932 -1.622 -0.278
F 7.255 -2.811 -0.664 -0.274
F 6.289 0.185 0.952 -0.287
F 8.251 -0.399 0.906 -0.333
O 5.462 -2.454 1.799 -0.324
C 5.188 -3.559 2.651 0.736
C 3.740 -4.101 2.217 1.129
F 3.569 -4.488 0.958 -0.239
F 3.400 -5.135 2.939 -0.304
F 6.197 -4.415 2.578 -0.285
F 5.138 -3.131 3.858 -0.303
H 6.809 -1.292 2.943 0.454
H 7.620 -2.478 1.982 0.389
H 5.756 -1.648 -0.892 0.071
H 2.973 -3.382 2.506 -0.400
C -1.777 -4.119 0.325 -1.458
C -0.567 -3.461 -0.355 0.935
C -0.087 -4.388 -1.513 -0.009
F 0.299 -5.621 -1.131 -0.268
F -1.037 -4.555 -2.472 -0.257
F -0.859 -2.232 -0.770 -0.102
F 0.360 -3.293 0.583 -0.246
O -2.222 -3.456 1.531 -0.246
C -2.612 -4.304 2.607 0.722
C -3.046 -3.486 3.791 0.957
F -4.019 -2.642 3.515 -0.239
F -3.385 -4.273 4.807 -0.296
F -3.548 -5.101 2.160 -0.285
F -1.514 -4.996 2.918 -0.274
H -1.564 -5.179 0.461 0.615
H -2.516 -4.025 -0.471 0.316
H 0.741 -3.885 -2.014 0.319
H -2.184 -2.917 4.139 -0.377
C 0.256 2.918 3.628 -0.497
C 1.586 3.637 3.979 -1.009
C 2.647 3.484 2.844 0.065
C 2.377 4.321 1.580 -0.164
C 3.500 4.224 0.529 0.195
C 3.251 5.004 -0.721 -1.421
H -0.443 3.243 4.399 0.520
H 0.266 1.832 3.728 -0.080
H -0.139 3.224 2.659 0.126
H 1.490 4.699 4.205 0.371
H 1.993 3.094 4.832 0.365
H 2.682 2.451 2.498 -0.506
H 3.656 3.615 3.233 0.583
H 1.432 3.955 1.180 -0.217
H 2.268 5.355 1.906 0.554
H 4.465 4.467 0.976 0.512
H 3.566 3.162 0.291 -0.359
H 3.491 6.062 -0.610 0.417
H 3.837 4.505 -1.492 0.410
H 2.215 4.869 -1.030 0.194
C 0.163 -5.417 6.588 -1.279
C 1.231 -4.636 5.873 -0.636
C 0.797 -3.247 5.362 0.740
C 0.283 -2.193 6.469 -1.185
C -0.112 -0.787 5.857 0.898
C -0.617 0.209 6.922 -1.509
H -0.739 -5.513 5.984 0.203
H -0.051 -4.937 7.542 0.319
H 0.523 -6.369 6.979 0.438
H 2.084 -4.651 6.551 0.354
H 1.586 -5.169 4.990 0.190
H 0.056 -3.248 4.563 -0.314
H 1.671 -2.754 4.936 0.064
H -0.548 -2.595 7.048 0.507
H 1.056 -2.058 7.226 0.480
H 0.683 -0.407 5.216 -0.038
H -0.894 -1.023 5.136 -0.282
H -0.770 1.162 6.416 0.341
H -1.574 -0.104 7.341 0.373
H 0.109 0.478 7.689 0.369
C 0.372 2.557 -3.120 -1.520
C 0.295 2.101 -1.665 0.517
C 1.521 1.333 -1.164 -1.313
C 1.244 0.786 0.221 2.353
C 2.479 0.058 0.776 -1.431
C 2.179 -0.701 2.096 0.233
H -0.462 3.185 -3.436 0.520
H 0.395 1.700 -3.793 0.048
H 1.276 3.152 -3.249 0.440
H 0.069 2.921 -0.984 0.426
H -0.579 1.455 -1.583 -0.402
H 2.414 1.958 -1.150 0.519
H 1.839 0.523 -1.820 0.470
H 0.846 1.537 0.903 -0.404
H 0.493 0.005 0.103 -0.345
H 2.843 -0.651 0.033 0.830
H 3.317 0.754 0.791 0.221
H 1.478 -1.519 1.924 -0.079
H 3.115 -1.145 2.434 0.223
H 1.737 -0.034 2.835 -0.366
```

Properties
HOMO level (alpha / beta) = -12.7 / -12.7 eV
Total charge = +1
Molar mass = 1418.88 u
LUMO level (alpha / beta) = -2.34 / -9.90 eV
⟨S²⟩ = 0.75
Spin multiplicity = 2
Gap between HOMO and LUMO (alpha / beta) = 10.3381 / 2.7796 eV

Question: Look up the molar mass of the third one.
Answer: 1418.88 u

Question: What is the formula in the first record?
Answer: C43H61N5O2PPtS2Sb

Question: Number 1 is which compound?
Answer: C43H61N5O2PPtS2Sb